Run a
ORCA calculation (the ωB97M-V functional and the def2-TZVPD basis) on a cluster of 3 separate species, C4H14NO2 in total.

Summary:
- Kohn-Sham gap: 10.25 eV
- LUMO: -5.0 eV
- Total charge: +1

Each line ends with the Löwdin charge.
Cartesian coordinates (Å):
C -0.263 -2.978 0.573  -0.082
C -0.013 -1.724 -0.327  -0.232
C 0.343 -0.540 0.529  -0.182
C 1.615 1.496 0.071  0.190
N 0.766 0.595 -0.298  0.052
H -0.299 -3.956 0.011  0.096
H -1.250 -2.867 1.033  0.078
H 0.548 -3.092 1.287  0.071
H -0.886 -1.455 -0.913  0.100
H 0.776 -1.991 -1.098  0.135
H 1.196 -0.737 1.144  0.124
H -0.496 -0.207 1.155  0.125
H 1.988 1.412 1.102  0.131
H 2.206 1.896 -0.696  0.108
H 0.106 0.767 -1.074  0.115
H -0.526 0.609 -3.470  0.073
H -1.720 1.417 -2.806  0.113
O -0.884 0.886 -2.610  -0.069
H -1.831 2.159 2.551  0.086
H -0.404 2.550 2.491  0.050
O -0.974 1.839 2.146  -0.083

---

Run b
ORCA calculation (the ωB97M-V functional and the def2-TZVPD basis) on a cluster of 2 separate species, C4H14NO2 in total.

Summary:
- Kohn-Sham gap: 10.04 eV
- LUMO: -3.5 eV
- Total charge: +1

Each line ends with the Löwdin charge.
Cartesian coordinates (Å):
C -1.139 0.009 0.191  -0.101
C -0.293 -0.714 1.221  -0.199
C 1.167 -0.701 0.822  -0.198
C 1.854 0.732 0.720  -0.211
O 2.110 1.175 2.085  -0.106
N -1.542 -0.894 -1.027  0.164
H -0.499 0.810 -0.245  0.098
H -2.036 0.361 0.534  0.101
H -0.174 -0.198 2.211  0.142
H -0.661 -1.653 1.587  0.115
H 1.293 -1.370 -0.066  0.114
H 1.687 -1.153 1.686  0.122
H 2.931 0.788 0.179  0.168
H 1.042 1.451 0.337  0.106
H 1.499 1.950 2.196  0.107
H -2.181 -1.595 -0.757  0.142
H -0.717 -1.350 -1.488  0.177
H -1.995 -0.245 -1.662  0.120
H -1.013 1.586 -2.532  0.090
H -0.630 0.341 -3.460  0.113
O -0.706 0.670 -2.531  -0.062

---

Least stable structure: run b

---

Run a
ORCA calculation (the ωB97M-V functional and the def2-TZVPD basis) on an isolated molecule of C3H3F3O3S.

Summary:
- Kohn-Sham gap: 9.47 eV
- LUMO: 0.0 eV

Each line ends with the Löwdin charge.
Cartesian coordinates (Å):
C 1.234 0.135 -0.282  -0.294
C -1.162 -0.227 1.240  -0.274
C -0.400 -0.254 -0.120  -0.349
O 1.807 -0.712 -3.029  -0.572
O -1.559 1.011 1.674  0.093
O 1.985 0.466 0.586  0.057
F -0.241 -0.752 2.221  -0.014
F -1.096 0.478 -0.979  0.131
F -0.337 -1.573 -0.634  0.053
S 2.280 0.247 -2.061  0.942
H 1.552 1.351 -2.117  -0.050
H -1.819 -1.066 1.162  0.156
H -2.244 0.896 2.340  0.123

---

Run b
ORCA calculation (the ωB97M-V functional and the def2-TZVPD basis) on a cluster of 2 separate species, C3H3F3O3S in total.

Summary:
- Kohn-Sham gap (spin up / spin down): 8.55 / 8.55 eV
- Structure (SMILES): O=S(=O)=CCF.O=C(F)F
- LUMO (spin up / spin down): -1.8 / -1.8 eV

Each line ends with the Löwdin charge.
Cartesian coordinates (Å):
C -0.945 0.364 0.338  -0.214
C -2.370 -1.525 0.193  -0.645
C 0.512 0.111 0.141  -0.308
O -0.978 2.158 -1.668  -0.277
O -2.686 2.450 0.087  -0.274
O -2.924 -1.171 1.160  0.186
F -2.905 -1.432 -1.004  0.181
F -1.287 -2.295 0.080  0.160
F 1.298 0.806 1.003  -0.028
S -1.456 1.920 -0.369  0.840
H -1.386 0.306 1.391  0.118
H 0.943 0.342 -0.934  0.165
H 0.607 -0.943 0.294  0.097

---

Least stable structure: run b

---

Run a
ORCA calculation (the ωB97M-V functional and the def2-TZVPD basis) on a structure of composition CH2Cl4Si.

Summary:
- Kohn-Sham gap: 9.15 eV
- LUMO: -1.6 eV

Each line ends with the Löwdin charge.
Cartesian coordinates (Å):
C -0.940 0.051 0.202  -0.295
Si 0.871 0.362 -0.369  -0.736
Cl -1.256 -2.195 0.889  0.073
Cl 0.907 2.368 -0.743  0.330
Cl 1.272 -0.829 -1.945  0.345
Cl 2.157 -0.158 1.152  0.301
H -1.736 -0.185 -0.349  -0.080
H -1.276 0.585 1.163  0.061

---

Run b
ORCA calculation (the ωB97M-V functional and the def2-TZVPD basis) on a cluster of 2 separate species, CH2Cl4Si in total.

Summary:
- Kohn-Sham gap: 6.47 eV
- LUMO: -2.2 eV

Each line ends with the Löwdin charge.
Cartesian coordinates (Å):
C 0.442 1.021 0.219  -0.681
Si -0.035 -0.804 0.103  -0.193
Cl 2.043 0.977 1.023  0.540
Cl 0.617 -1.308 -1.682  0.442
Cl -3.349 -0.890 -1.251  -0.547
Cl -0.151 -2.010 1.647  0.444
H -0.169 1.729 0.670  0.029
H 0.603 1.285 -0.728  -0.034

---

Least stable structure: run b

---

Run a
ORCA calculation (the ωB97M-V functional and the def2-TZVPD basis) on a cluster of 2 separate species, C3H13N2O in total.

Summary:
- Kohn-Sham gap: 11.22 eV
- LUMO: -2.9 eV
- Total charge: +1

Each line ends with the Löwdin charge.
Cartesian coordinates (Å):
C 0.165 0.750 1.121  -0.133
C 0.629 0.976 -0.299  -0.192
C 1.750 0.047 -0.747  -0.230
N 1.371 -1.402 -0.623  -0.005
N -0.626 -0.547 1.229  0.172
H 1.054 0.622 1.739  0.134
H -0.501 1.500 1.529  0.129
H 1.005 2.001 -0.347  0.129
H -0.214 0.952 -0.980  0.101
H 2.628 0.135 -0.098  0.120
H 2.061 0.313 -1.763  0.119
H 2.235 -1.914 -0.494  0.084
H 0.009 -1.267 0.816  0.125
H 0.982 -1.739 -1.494  0.084
H -0.897 -0.726 2.191  0.164
H -1.475 -0.523 0.686  0.098
H -3.082 -0.129 -1.399  0.070
H -3.324 1.096 -0.571  0.071
O -2.722 0.343 -0.637  -0.042

---

Run b
ORCA calculation (the ωB97M-V functional and the def2-TZVPD basis) on a cluster of 4 separate species, C3H13N2O in total.

Summary:
- Kohn-Sham gap: 4.52 eV
- LUMO: -8.3 eV
- Total charge: +1

Each line ends with the Löwdin charge.
Cartesian coordinates (Å):
N -2.224 1.053 -1.865  -0.002
C 0.656 0.435 0.351  -0.094
C 0.445 0.878 1.796  -0.078
C 1.832 0.158 -0.226  -0.104
N 2.971 -0.424 0.298  0.157
H -2.916 1.672 -1.472  0.010
H -2.489 0.707 -2.800  0.031
H -2.328 0.190 -1.297  -0.045
H -0.154 0.579 -0.413  0.100
H 0.981 0.268 2.546  0.092
H 0.749 1.936 1.800  0.105
H -0.588 0.913 2.099  0.082
H 1.947 0.238 -1.362  0.180
H 0.007 -1.674 1.044  0.298
H 3.770 -0.581 -0.360  0.150
H 2.680 -1.326 0.813  0.172
H -2.064 -2.360 -0.679  0.133
H -1.233 -1.343 0.221  -0.006
O -2.043 -1.318 -0.493  -0.181

---

Least stable structure: run b

---

Run a
ORCA calculation (the ωB97M-V functional and the def2-TZVPD basis) on a structure of composition C25H48BeCl3N4O3SSi.

Summary:
- Kohn-Sham gap: 7.47 eV
- LUMO: 2.5 eV
- Total charge: -1

Each line ends with the Löwdin charge.
Cartesian coordinates (Å):
C -1.879 -2.301 -3.667  -0.055
C -1.224 -3.049 -2.564  -0.218
H -1.700 -2.781 -4.631  0.059
H -1.466 -1.281 -3.723  0.013
H -2.966 -2.222 -3.513  0.089
C -0.534 -4.197 -2.705  -0.121
C -0.401 -4.965 -3.967  -0.119
H -0.024 -4.639 -1.855  0.091
H -0.414 -4.344 -4.867  0.059
H -1.200 -5.712 -4.070  0.074
H 0.540 -5.526 -3.951  0.061
Be -0.069 0.152 -1.208  -0.487
Cl -1.424 1.269 -0.172  0.161
Cl -0.142 0.706 -3.111  0.234
H 0.175 5.503 3.623  0.077
H -1.620 5.056 2.100  0.080
C 0.914 5.025 2.975  -0.067
C -0.923 4.609 1.378  -0.066
N 0.229 4.093 2.100  -0.200
H 1.647 4.487 3.581  0.080
C 0.858 2.952 1.734  -0.319
O 1.980 2.622 2.127  -0.031
H -1.405 3.787 0.835  0.036
H 0.236 2.318 1.050  0.034
H 1.414 5.814 2.393  0.089
H -0.614 5.394 0.670  0.086
H 1.563 -1.430 -3.366  0.076
H 2.506 -3.543 -1.462  0.088
C 2.485 -1.007 -2.940  -0.062
C 3.245 -2.730 -1.354  -0.045
N 2.654 -1.417 -1.552  -0.146
H 2.427 0.080 -3.015  0.056
C 2.147 -0.750 -0.518  -0.227
O 1.480 0.314 -0.617  -0.067
H 3.684 -2.782 -0.351  0.094
H 2.320 -1.210 0.471  0.142
H 3.339 -1.403 -3.496  0.082
H 4.017 -2.865 -2.115  0.083
O -0.361 -1.420 -1.042  -0.251
C -1.314 -2.378 -1.188  -0.374
C 0.029 -3.753 0.472  -0.100
C -1.215 -3.379 -0.020  -0.194
H 0.907 -3.206 0.106  0.091
C 0.115 -4.755 1.441  -0.095
H -2.321 -1.920 -1.131  0.140
C -2.393 -3.937 0.482  -0.034
H 1.099 -5.051 1.798  0.093
C -1.057 -5.337 1.937  -0.115
C -2.310 -4.927 1.464  -0.098
H -3.344 -3.568 0.085  0.115
H -0.987 -6.113 2.697  0.086
H -3.227 -5.369 1.850  0.089
Si -0.394 3.990 -4.556  0.098
Cl -0.660 2.242 -5.670  0.243
C 1.437 4.242 -4.273  -0.216
C -1.525 4.054 -3.063  -0.216
C -0.931 5.305 -5.794  -0.248
H 1.898 3.392 -3.756  0.021
H 1.628 5.150 -3.686  0.029
H 1.930 4.365 -5.249  0.027
H -0.254 5.294 -6.658  0.020
H -0.912 6.308 -5.352  0.023
H -1.946 5.103 -6.155  0.021
H -1.364 3.223 -2.360  -0.031
H -2.574 4.019 -3.397  0.035
H -1.377 5.002 -2.519  0.027
C -2.567 -0.143 4.047  -0.109
N -1.243 0.068 4.643  -0.209
C -1.217 0.512 6.031  -0.074
C -0.139 -0.317 3.948  -0.723
S -0.337 -1.132 2.486  0.773
N 1.115 0.085 4.394  -0.201
C 1.597 -0.177 5.752  -0.079
C 2.178 -0.019 3.404  -0.154
H -3.291 0.420 4.642  0.072
H -2.846 -1.206 4.041  0.079
H -2.569 0.218 3.011  0.060
H -0.931 -0.313 6.700  0.087
H -0.553 1.374 6.143  0.086
H -2.233 0.819 6.294  0.077
H 1.682 -1.254 5.966  0.095
H 2.600 0.265 5.821  0.084
H 0.984 0.302 6.514  0.042
H 2.425 -1.073 3.206  0.071
H 1.865 0.447 2.466  0.036
H 3.051 0.517 3.781  0.083

---

Run b
ORCA calculation (the ωB97M-V functional and the def2-TZVPD basis) on a structure of composition C25H48BeCl3N4O3SSi.

Summary:
- Kohn-Sham gap: 7.33 eV
- LUMO: 2.3 eV
- Total charge: -1

Each line ends with the Löwdin charge.
Cartesian coordinates (Å):
C 4.521 6.347 2.061  -0.026
C 5.963 6.067 2.369  -0.229
H 4.059 6.923 2.870  0.068
H 3.961 5.410 1.944  0.081
H 4.407 6.931 1.132  0.096
C 6.695 6.789 3.226  -0.104
C 6.186 8.005 3.921  -0.107
H 7.728 6.513 3.442  0.100
H 5.165 7.864 4.300  0.067
H 6.179 8.886 3.261  0.082
H 6.837 8.238 4.771  0.067
Be 0.839 1.706 -0.293  -0.707
Cl 0.525 2.157 -2.206  0.029
Cl 1.342 3.310 0.803  0.164
C 2.738 0.230 -1.121  -0.254
O 1.959 0.499 -0.170  -0.134
N 3.652 -0.736 -1.034  -0.156
C 3.673 -1.536 0.194  -0.009
C 4.812 -0.726 -1.920  -0.036
H 2.685 0.792 -2.066  0.094
H 2.646 -1.761 0.502  0.094
H 4.181 -0.987 1.004  0.085
H 4.210 -2.465 -0.015  0.088
H 4.499 -0.306 -2.884  0.094
H 5.173 -1.749 -2.071  0.087
H 5.626 -0.106 -1.501  0.074
H -1.175 2.803 2.723  0.068
H 1.233 2.610 3.267  0.015
C -1.406 1.935 3.349  -0.117
C 0.941 1.856 4.017  -0.082
N -0.209 1.133 3.533  -0.214
H -2.165 1.332 2.856  0.055
C -0.110 -0.169 3.159  -0.407
O 0.928 -0.853 3.182  -0.059
H 1.770 1.168 4.202  0.081
H -1.063 -0.587 2.772  0.092
H -1.767 2.294 4.321  0.077
H 0.664 2.388 4.938  0.083
O 5.890 3.713 2.305  -0.169
C 6.526 4.827 1.699  -0.293
C 8.781 4.299 2.809  -0.042
C 8.050 4.751 1.708  -0.189
H 8.255 3.926 3.691  0.120
C 10.184 4.350 2.766  -0.083
H 6.200 4.880 0.652  0.147
C 8.702 5.223 0.563  -0.031
H 10.758 4.003 3.630  0.100
C 10.836 4.855 1.636  -0.105
C 10.095 5.310 0.538  -0.087
H 8.084 5.543 -0.276  0.116
H 11.930 4.910 1.617  0.097
H 10.594 5.740 -0.332  0.098
Si 5.619 2.082 2.107  0.385
Cl -0.872 0.773 0.433  0.204
C 6.156 1.306 3.717  -0.159
C 6.726 1.458 0.745  -0.157
C 3.796 1.910 1.865  -0.213
H 7.179 1.613 3.969  0.018
H 6.135 0.211 3.636  0.030
H 5.502 1.611 4.542  0.036
H 3.269 2.541 2.596  0.009
H 3.389 0.891 1.956  0.036
H 3.523 2.297 0.873  -0.027
H 7.769 1.732 0.961  0.032
H 6.467 1.878 -0.235  0.032
H 6.675 0.362 0.684  0.023
C -4.554 -0.775 -2.339  -0.100
C -3.347 -1.686 -2.303  -0.244
N -2.690 -1.643 -0.982  -0.019
C -2.141 -2.768 -0.457  -0.893
S -0.656 -2.776 0.340  0.574
N -2.881 -3.921 -0.640  -0.054
C -4.305 -3.959 -0.246  -0.254
C -4.969 -5.191 -0.832  -0.104
H -5.169 -0.888 -1.440  0.067
H -5.187 -1.011 -3.199  0.066
H -4.234 0.267 -2.420  0.077
H -3.635 -2.726 -2.479  0.097
H -2.621 -1.399 -3.079  0.123
H -2.166 -0.778 -0.761  0.014
H -2.371 -4.736 -0.296  0.100
H -4.384 -3.986 0.853  0.120
H -4.798 -3.050 -0.600  0.094
H -4.611 -6.097 -0.334  0.069
H -6.049 -5.118 -0.681  0.068
H -4.791 -5.282 -1.908  0.072

---

Least stable structure: run a

---

Run a
ORCA calculation (the ωB97M-V functional and the def2-TZVPD basis) on an isolated molecule of C4H6N2O3S.

Summary:
- Kohn-Sham gap: 9.80 eV
- Structure (SMILES): NS(=O)(=O)Cc1cocn1
- LUMO: 0.5 eV

Each line ends with the Löwdin charge.
Cartesian coordinates (Å):
C 1.465 -0.884 -1.811  -0.091
C 0.542 0.188 -3.321  -0.207
C 0.743 0.127 -1.238  -0.356
C 0.539 0.671 0.137  -0.161
N 0.163 0.868 -2.258  0.139
N -0.356 -0.107 2.538  -0.126
O -1.187 -1.250 0.400  -0.287
O 1.063 -1.707 1.262  -0.296
O 1.276 -0.892 -3.119  0.054
S -0.014 -0.810 1.061  0.523
H 2.084 -1.826 -1.454  0.181
H 0.340 0.572 -4.395  0.165
H -0.345 1.437 0.017  0.154
H 1.430 1.067 0.555  0.088
H -1.291 -0.374 3.090  0.147
H 0.547 -0.333 3.024  0.074

---

Run b
ORCA calculation (the ωB97M-V functional and the def2-TZVPD basis) on an isolated molecule of C4H6N2O3S.

Summary:
- Kohn-Sham gap: 9.98 eV
- LUMO: 0.5 eV

Each line ends with the Löwdin charge.
Cartesian coordinates (Å):
C -1.246 1.849 0.409  -0.068
C -0.219 2.497 -0.264  0.002
C 0.229 0.428 -0.116  -0.489
C 0.892 -0.832 -0.455  -0.319
N -0.970 0.529 0.391  0.102
N 1.569 -1.679 0.819  0.019
O -1.243 -2.119 0.236  -0.346
O -1.106 -1.115 -2.016  -0.477
O 0.704 1.486 -0.593  0.111
S -0.365 -2.021 -1.132  0.934
H -2.162 2.137 0.839  0.104
H 0.132 3.501 -0.286  0.108
H 1.806 -0.742 -1.165  0.155
H 0.993 -1.409 1.653  0.069
H 2.457 -1.241 0.956  0.027
H -1.472 -1.268 0.724  0.069

---

Least stable structure: run b